Formula: C22H25N3O4
Source: the OMol25 dataset
Level of theory: ωB97M-V/def2-TZVPD

For the calculated total energy, the calculation gives -1318.64336 Eh. The calculation puts the LUMO energy at 0.5 eV. Its SMILES is CCNC(=O)C[C@H]1C(=O)N(c2ccccc2)C(=O)N1CCc1ccc(OC)cc1. As for the energy above the lowest of the compared OMol25 structures with the same formula, charge and spin: 0.115 eV.

Positions of all 54 atoms, in Å:
C (5.890, -0.433, -0.938)
C (4.436, -0.874, -1.047)
N (3.527, 0.201, -0.709)
C (2.684, 0.145, 0.341)
O (2.557, -0.838, 1.040)
C (1.893, 1.429, 0.576)
C (0.534, 1.120, 1.212)
C (-0.068, 2.358, 1.867)
O (0.461, 3.053, 2.696)
N (-1.310, 2.516, 1.317)
C (-2.228, 3.541, 1.655)
C (-3.584, 3.252, 1.738)
C (-4.477, 4.256, 2.066)
C (-4.024, 5.539, 2.324)
C (-2.670, 5.819, 2.248)
C (-1.768, 4.827, 1.908)
C (-1.573, 1.534, 0.333)
O (-2.575, 1.452, -0.329)
N (-0.478, 0.744, 0.262)
C (-0.393, -0.408, -0.599)
C (-0.474, -1.731, 0.176)
C (-0.276, -2.880, -0.771)
C (0.992, -3.398, -0.980)
C (1.208, -4.434, -1.873)
C (0.139, -4.970, -2.581)
O (0.227, -5.991, -3.482)
C (1.484, -6.578, -3.710)
C (-1.140, -4.448, -2.379)
C (-1.340, -3.416, -1.488)
H (6.548, -1.262, -1.182)
H (6.096, 0.385, -1.627)
H (6.109, -0.101, 0.073)
H (4.220, -1.221, -2.063)
H (4.230, -1.685, -0.345)
H (3.631, 1.062, -1.222)
H (1.760, 1.988, -0.351)
H (2.454, 2.046, 1.284)
H (0.693, 0.338, 1.968)
H (-3.935, 2.253, 1.533)
H (-5.531, 4.032, 2.125)
H (-4.724, 6.318, 2.585)
H (-2.311, 6.818, 2.449)
H (-0.714, 5.044, 1.850)
H (-1.223, -0.334, -1.305)
H (0.551, -0.373, -1.153)
H (0.313, -1.748, 0.931)
H (-1.446, -1.798, 0.668)
H (1.826, -2.991, -0.426)
H (2.209, -4.815, -2.003)
H (1.897, -7.015, -2.795)
H (2.197, -5.855, -4.121)
H (1.313, -7.367, -4.441)
H (-1.960, -4.874, -2.935)
H (-2.335, -3.024, -1.340)

Formula: C22H25N3O5S
Source: the OMol25 dataset
Level of theory: ωB97M-V/def2-TZVPD

For the calculated total energy, the calculation gives -1792.02653 Eh. The calculation puts the LUMO energy at 0.3 eV. Its SMILES is Cc1ccc(NC(=O)CN2C(=O)COc3ccc(S(=O)(=O)N4CCCC4)cc32)cc1C. As for the energy above the lowest of the compared OMol25 structures with the same formula, charge and spin: 2.104 eV.

Positions of all 56 atoms, in Å:
C (5.334, 0.298, 1.357)
C (4.149, 0.305, 0.441)
C (3.305, 1.405, 0.390)
C (2.199, 1.441, -0.438)
C (1.923, 0.346, -1.243)
N (0.781, 0.267, -2.059)
C (-0.151, 1.226, -2.298)
O (-0.057, 2.394, -2.009)
C (-1.416, 0.665, -2.973)
N (-2.575, 1.403, -2.521)
C (-3.246, 2.179, -3.419)
O (-3.003, 2.172, -4.604)
C (-4.305, 3.082, -2.806)
O (-4.974, 2.540, -1.687)
C (-4.166, 1.929, -0.780)
C (-4.601, 1.825, 0.535)
C (-3.803, 1.216, 1.490)
C (-2.576, 0.713, 1.110)
S (-1.424, 0.040, 2.304)
O (-2.164, -0.419, 3.448)
O (-0.385, 1.003, 2.515)
N (-0.769, -1.242, 1.415)
C (0.639, -1.496, 1.674)
C (0.636, -2.577, 2.751)
C (-0.521, -3.471, 2.300)
C (-1.487, -2.498, 1.596)
C (-2.144, 0.773, -0.199)
C (-2.933, 1.377, -1.168)
C (2.764, -0.762, -1.205)
C (3.873, -0.796, -0.376)
C (4.757, -2.005, -0.352)
H (5.391, 1.228, 1.916)
H (5.267, -0.528, 2.064)
H (6.257, 0.176, 0.792)
H (3.509, 2.257, 1.021)
H (1.555, 2.303, -0.453)
H (0.623, -0.647, -2.462)
H (-1.548, -0.400, -2.763)
H (-1.357, 0.825, -4.055)
H (-3.804, 4.023, -2.529)
H (-5.071, 3.299, -3.554)
H (-5.564, 2.238, 0.788)
H (-4.113, 1.136, 2.518)
H (1.104, -1.859, 0.752)
H (1.117, -0.565, 1.973)
H (0.407, -2.122, 3.715)
H (1.582, -3.110, 2.819)
H (-1.000, -3.980, 3.133)
H (-0.163, -4.222, 1.594)
H (-1.801, -2.875, 0.618)
H (-2.375, -2.301, 2.198)
H (-1.183, 0.343, -0.417)
H (2.546, -1.616, -1.834)
H (4.786, -2.438, 0.647)
H (4.400, -2.762, -1.047)
H (5.777, -1.739, -0.625)

Formula: C22H25N4
Source: the OMol25 dataset
Level of theory: ωB97M-V/def2-TZVPD

For the calculated total energy, the calculation gives -1072.09485 Eh. The calculation puts the LUMO energy at -2.2 eV. Its SMILES is CN(C)c1ccc([C@H](c2cn(C)c3ccccc23)[n+]2ccn(C)c2)cc1. The net charge is +1. As for the energy above the lowest of the compared OMol25 structures with the same formula, charge and spin: 0.487 eV.

Positions of all 51 atoms, in Å:
C (-6.047, -0.070, -0.776)
N (-4.915, -0.880, -1.134)
C (-5.178, -2.263, -1.444)
C (-3.653, -0.474, -0.788)
C (-2.685, -1.417, -0.412)
C (-1.419, -0.970, -0.028)
C (-0.956, 0.315, -0.309)
C (0.525, 0.732, -0.367)
C (1.500, -0.405, -0.351)
C (1.393, -1.812, -0.440)
N (2.640, -2.367, -0.691)
C (2.887, -3.723, -1.142)
C (3.601, -1.359, -0.610)
C (4.936, -1.441, -0.957)
C (5.673, -0.230, -0.954)
C (5.014, 0.991, -0.751)
C (3.634, 1.061, -0.544)
C (2.909, -0.122, -0.409)
N (0.763, 1.845, 0.749)
C (1.581, 2.963, 0.850)
C (1.533, 3.416, 2.121)
N (0.597, 2.618, 2.779)
C (0.159, 2.761, 4.162)
C (0.159, 1.684, 1.906)
C (-1.929, 1.261, -0.617)
C (-3.273, 0.909, -0.751)
H (-5.725, 0.929, -0.470)
H (-6.738, 0.018, -1.617)
H (-6.615, -0.519, 0.054)
H (-4.329, -2.734, -1.943)
H (-5.414, -2.861, -0.553)
H (-6.034, -2.319, -2.119)
H (-2.933, -2.491, -0.412)
H (-0.793, -1.675, 0.504)
H (0.760, 1.321, -1.350)
H (0.569, -2.522, -0.490)
H (3.961, -3.925, -1.209)
H (2.483, -4.456, -0.445)
H (2.378, -3.915, -2.099)
H (5.379, -2.420, -1.174)
H (6.741, -0.266, -1.116)
H (5.583, 1.928, -0.753)
H (3.110, 2.014, -0.518)
H (2.175, 3.361, 0.037)
H (2.069, 4.200, 2.619)
H (0.681, 3.613, 4.624)
H (-0.930, 2.953, 4.214)
H (0.378, 1.851, 4.753)
H (-0.580, 0.905, 2.077)
H (-1.627, 2.294, -0.739)
H (-4.000, 1.690, -0.969)

Formula: C22H25NO
Source: the OMol25 dataset
Level of theory: ωB97M-V/def2-TZVPD

For the calculated total energy, the calculation gives -983.25795 Eh. The calculation puts the LUMO energy at 0.7 eV. Its SMILES is OC(CC#CCN1CCCCC1)(c1ccccc1)c1ccccc1. As for the energy above the lowest of the compared OMol25 structures with the same formula, charge and spin: 2.430 eV.

Positions of all 49 atoms, in Å:
O (0.485, -3.401, 1.655)
C (0.248, -2.293, 0.789)
C (-1.200, -2.419, 0.239)
C (-1.764, -1.207, -0.322)
C (-2.300, -0.242, -0.794)
C (-3.012, 0.848, -1.459)
N (-2.411, 2.163, -1.513)
C (-2.406, 2.923, -0.282)
C (-1.225, 2.602, 0.640)
C (0.077, 2.827, -0.122)
C (0.080, 1.948, -1.368)
C (-1.153, 2.266, -2.222)
C (0.422, -1.011, 1.600)
C (-0.512, -0.689, 2.580)
C (-0.329, 0.410, 3.399)
C (0.800, 1.199, 3.263)
C (1.736, 0.885, 2.294)
C (1.547, -0.208, 1.465)
C (1.265, -2.385, -0.334)
C (1.024, -1.821, -1.580)
C (1.978, -1.896, -2.580)
C (3.181, -2.540, -2.352)
C (3.425, -3.110, -1.114)
C (2.477, -3.029, -0.111)
H (-0.012, -3.265, 2.470)
H (-1.849, -2.759, 1.053)
H (-1.201, -3.202, -0.526)
H (-3.990, 0.957, -0.975)
H (-3.188, 0.534, -2.497)
H (-3.353, 2.753, 0.237)
H (-2.359, 3.983, -0.561)
H (-1.267, 3.236, 1.528)
H (-1.283, 1.560, 0.959)
H (0.932, 2.586, 0.512)
H (0.152, 3.878, -0.413)
H (0.983, 2.116, -1.958)
H (0.061, 0.901, -1.063)
H (-1.192, 1.607, -3.094)
H (-1.074, 3.300, -2.582)
H (-1.399, -1.292, 2.712)
H (-1.069, 0.647, 4.149)
H (0.948, 2.051, 3.909)
H (2.625, 1.488, 2.185)
H (2.286, -0.440, 0.714)
H (0.089, -1.320, -1.778)
H (1.776, -1.449, -3.542)
H (3.923, -2.599, -3.135)
H (4.361, -3.617, -0.926)
H (2.665, -3.472, 0.854)

Which of these has the highest calculated total energy?
C22H25NO